Entry 1:
165
Properties=species:S:1:pos:R:3 method="wB97M-V/def2-TZVPD" molar_mass_g_mol=1325.7 largest_force_ev_per_a=4.528 lumo_energy_ev=0.10
C 16.745 14.133 15.611
C 16.160 14.542 14.267
O 16.887 15.731 13.733
S 16.353 16.148 12.307
C 17.012 15.157 11.061
O 14.923 15.924 12.358
O 16.861 17.481 12.101
H 17.802 14.005 15.559
H 16.345 13.187 15.922
H 16.652 14.820 16.456
H 16.207 13.767 13.517
H 15.188 14.940 14.267
H 16.582 14.121 11.197
H 18.109 15.292 11.185
H 16.611 15.710 10.169
C 6.835 22.640 15.014
C 7.162 21.576 16.075
O 8.554 21.081 15.829
S 9.002 19.610 16.118
C 10.145 20.013 17.300
O 7.903 18.947 16.768
O 9.640 18.999 14.993
H 7.540 23.432 15.068
H 5.827 23.079 15.172
H 6.815 22.222 14.010
H 7.163 22.018 17.071
H 6.479 20.725 16.152
H 9.647 20.345 18.175
H 10.705 20.865 16.882
H 10.713 19.165 17.540
C 9.065 21.199 10.946
C 9.430 20.373 12.104
O 10.080 19.190 11.579
S 11.497 18.632 11.809
C 11.331 17.401 12.962
O 11.894 18.116 10.523
O 12.251 19.709 12.413
H 9.816 21.814 10.609
H 8.206 21.855 11.304
H 8.770 20.638 10.095
H 10.102 20.889 12.769
H 8.612 20.013 12.773
H 10.795 16.559 12.533
H 10.916 17.751 13.867
H 12.356 17.038 13.210
C 19.702 17.359 17.191
C 18.872 17.984 18.371
O 19.413 17.481 19.590
S 18.487 16.363 20.319
C 17.563 17.513 21.331
O 17.574 15.726 19.418
O 19.475 15.589 21.039
H 20.570 17.950 17.007
H 19.159 17.377 16.305
H 19.941 16.346 17.436
H 18.886 19.099 18.397
H 17.768 17.836 18.340
H 18.175 18.065 22.002
H 16.684 16.966 21.745
H 17.087 18.194 20.593
C 14.900 18.175 15.101
C 15.933 19.115 15.688
O 16.105 18.995 17.107
S 14.935 19.191 18.143
C 14.334 17.590 18.561
O 15.670 19.624 19.269
O 13.927 20.024 17.577
H 13.916 18.503 15.411
H 15.150 17.105 15.454
H 14.930 18.200 14.023
H 16.914 18.886 15.258
H 15.716 20.180 15.588
H 13.797 17.707 19.481
H 15.160 16.926 18.626
H 13.701 17.260 17.688
C 14.977 13.650 20.821
C 13.549 13.416 20.352
O 13.375 14.163 19.156
S 13.678 13.629 17.744
C 12.186 12.655 17.440
O 13.689 14.767 16.855
O 14.813 12.704 17.721
H 15.152 13.415 21.868
H 15.102 14.734 20.596
H 15.676 13.177 20.086
H 13.412 12.340 20.257
H 12.853 13.877 21.095
H 11.380 13.366 17.616
H 12.167 11.783 18.121
H 12.206 12.320 16.392
C 13.362 22.891 21.092
C 12.778 21.528 20.745
O 11.937 21.149 21.796
S 11.333 19.742 21.829
C 10.694 19.722 23.484
O 10.242 19.638 20.892
O 12.231 18.667 21.769
H 12.677 23.709 20.957
H 14.190 23.234 20.549
H 13.678 22.931 22.145
H 12.267 21.544 19.735
H 13.638 20.839 20.723
H 10.132 18.774 23.491
H 10.077 20.630 23.559
H 11.484 19.751 24.192
C 15.082 22.380 10.496
C 14.080 21.700 11.353
O 13.545 22.723 12.268
S 13.969 22.826 13.761
C 12.717 21.939 14.629
O 15.233 22.267 14.092
O 13.799 24.218 14.083
H 15.988 22.652 11.029
H 14.625 23.306 10.035
H 15.410 21.740 9.651
H 13.162 21.413 10.834
H 14.480 20.827 11.906
H 12.965 22.047 15.658
H 12.785 20.914 14.296
H 11.765 22.385 14.485
C 10.457 16.779 19.520
C 10.115 16.542 18.082
O 9.314 15.312 18.094
S 8.992 14.721 16.653
C 7.996 15.932 15.838
O 10.222 14.758 15.888
O 8.234 13.565 16.814
H 9.588 16.887 20.183
H 11.028 17.719 19.652
H 11.048 15.998 19.937
H 9.497 17.376 17.744
H 10.957 16.384 17.411
H 7.669 15.464 14.927
H 8.465 16.864 15.433
H 7.206 16.190 16.464
C 14.237 9.720 8.548
C 14.969 10.583 9.555
O 13.926 10.954 10.470
C 14.178 11.892 11.401
O 15.208 12.546 11.521
O 13.066 12.100 12.081
C 12.850 13.436 12.558
H 13.876 8.847 9.082
H 14.898 9.491 7.630
H 13.377 10.245 8.148
H 15.353 11.525 9.221
H 15.784 10.025 10.065
H 12.640 14.156 11.800
H 13.644 13.738 13.226
H 11.898 13.421 13.120
C 8.715 25.252 18.448
C 9.737 24.225 18.186
O 10.977 24.929 17.947
C 12.033 24.082 17.739
O 11.939 22.850 17.788
O 13.153 24.780 17.628
C 14.418 24.090 17.463
H 8.678 25.910 17.611
H 9.046 25.972 19.222
H 7.751 24.781 18.636
H 9.515 23.593 17.341
H 9.875 23.507 19.003
H 14.374 23.427 16.608
H 14.724 23.472 18.334
H 15.193 24.822 17.246



Entry 2:
175
Properties=species:S:1:pos:R:3 method="wB97M-V/def2-TZVPD" molar_mass_g_mol=1443.9 largest_force_ev_per_a=2.115 lumo_energy_ev=-0.37 de_lowest_kcal_mol=0.0
O 1.285 -0.203 0.753
S 0.299 -1.104 0.253
O 0.082 -2.354 0.877
O -1.135 -0.388 0.188
C -1.150 1.018 -0.150
C -0.920 1.966 1.013
C 0.521 -1.267 -1.488
H -2.183 1.131 -0.491
H -0.494 1.263 -0.988
H -0.936 3.000 0.679
H 0.023 1.670 1.471
H -1.708 1.806 1.746
H 0.547 -0.280 -1.939
H -0.268 -1.922 -1.856
H 1.446 -1.819 -1.673
O 5.497 1.468 1.943
S 4.965 0.154 2.062
O 5.710 -0.934 2.590
O 3.650 0.317 2.937
C 3.047 -0.863 3.493
C 1.688 -0.484 4.006
C 4.320 -0.339 0.491
H 3.675 -1.296 4.274
H 2.992 -1.677 2.762
H 1.184 -1.331 4.478
H 1.013 -0.307 3.165
H 1.745 0.408 4.626
H 5.199 -0.434 -0.146
H 3.664 0.427 0.088
H 3.777 -1.274 0.576
O 0.655 3.016 6.189
S -0.619 2.508 5.813
O -0.993 2.528 4.438
O -0.699 0.996 6.294
C -1.742 0.201 5.718
C -1.916 -1.021 6.602
C -1.830 3.275 6.868
H -1.509 -0.063 4.687
H -2.704 0.728 5.671
H -0.952 -1.528 6.689
H -2.646 -1.706 6.180
H -2.170 -0.720 7.618
H -1.345 3.419 7.827
H -2.642 2.557 6.971
H -2.165 4.174 6.360
O -1.239 4.886 -3.938
S -0.286 4.234 -4.764
O -0.440 4.209 -6.184
O 1.114 4.853 -4.431
C 2.225 4.539 -5.306
C 3.491 5.106 -4.736
C -0.105 2.570 -4.245
H 2.003 5.075 -6.234
H 2.273 3.489 -5.594
H 4.232 5.038 -5.539
H 3.894 4.528 -3.903
H 3.428 6.160 -4.480
H 0.393 2.477 -3.278
H 0.389 1.964 -4.998
H -1.116 2.199 -4.061
O 6.865 -6.641 0.039
S 5.577 -6.823 -0.531
O 4.704 -7.848 -0.069
O 4.866 -5.422 -0.382
C 3.457 -5.337 -0.711
C 2.919 -4.029 -0.170
C 5.705 -6.998 -2.281
H 2.975 -6.148 -0.163
H 3.268 -5.481 -1.775
H 3.542 -3.181 -0.445
H 2.899 -4.135 0.915
H 1.890 -3.954 -0.523
H 4.811 -6.571 -2.725
H 5.740 -8.062 -2.501
H 6.604 -6.509 -2.644
O -6.987 5.774 -4.802
S -5.710 5.622 -4.205
O -5.233 6.584 -3.263
O -5.695 4.172 -3.539
C -4.689 3.973 -2.524
C -4.290 2.508 -2.496
C -4.488 5.321 -5.440
H -4.964 4.363 -1.544
H -3.808 4.573 -2.777
H -5.061 1.959 -1.957
H -3.335 2.416 -1.984
H -4.270 2.068 -3.493
H -4.590 4.277 -5.713
H -3.516 5.435 -4.948
H -4.448 6.073 -6.221
O 0.538 -4.722 -2.077
S -0.789 -4.726 -2.561
O -1.657 -5.808 -2.235
O -1.494 -3.389 -2.092
C -2.914 -3.229 -2.264
C -3.337 -1.992 -1.495
C -0.788 -4.528 -4.317
H -3.466 -4.088 -1.885
H -3.169 -3.109 -3.320
H -4.425 -2.025 -1.414
H -3.047 -1.060 -1.977
H -2.955 -2.016 -0.475
H -1.788 -4.689 -4.702
H -0.021 -5.199 -4.697
H -0.468 -3.511 -4.546
O -0.843 -7.111 2.743
S -1.916 -6.207 2.589
O -3.264 -6.666 2.746
O -1.674 -5.005 3.583
C -2.717 -4.010 3.769
C -2.450 -2.805 2.900
C -1.750 -5.396 1.031
H -2.753 -3.802 4.836
H -3.673 -4.479 3.528
H -2.106 -3.039 1.898
H -1.683 -2.160 3.331
H -3.393 -2.284 2.712
H -0.788 -4.897 0.962
H -2.614 -4.749 0.894
H -1.840 -6.152 0.250
O 3.410 -3.077 -3.200
S 3.650 -3.399 -4.566
O 3.975 -2.395 -5.524
O 4.778 -4.502 -4.551
C 5.519 -4.771 -5.783
C 6.980 -4.856 -5.451
C 2.272 -4.324 -5.152
H 5.319 -3.990 -6.513
H 5.111 -5.715 -6.150
H 7.420 -3.884 -5.233
H 7.507 -5.213 -6.343
H 7.215 -5.561 -4.657
H 2.085 -5.163 -4.489
H 2.449 -4.601 -6.189
H 1.429 -3.632 -5.138
O 0.916 5.611 1.983
S 2.110 5.430 2.741
O 3.381 5.900 2.297
O 1.920 6.035 4.198
C 0.601 6.346 4.678
C 0.220 7.783 4.425
C 2.314 3.721 3.195
H 0.668 6.152 5.749
H -0.158 5.661 4.293
H -0.834 7.930 4.669
H 0.317 8.047 3.371
H 0.850 8.466 4.993
H 1.363 3.205 3.288
H 2.820 3.818 4.153
H 2.963 3.230 2.473
O -5.747 -0.895 1.303
S -5.328 0.458 1.488
O -5.024 1.290 0.383
O -6.462 1.198 2.301
C -6.775 0.741 3.627
C -8.228 1.037 3.907
C -3.972 0.425 2.611
H -6.108 1.253 4.327
H -6.595 -0.332 3.742
H -8.407 2.099 4.059
H -8.527 0.507 4.812
H -8.825 0.665 3.077
H -3.102 0.127 2.029
H -4.193 -0.284 3.405
H -3.805 1.388 3.093
C 1.571 4.511 -0.920
S 2.133 2.865 -0.455
O 1.931 2.008 -1.679
C 3.889 3.228 -0.575
H 0.501 4.585 -0.716
H 1.699 4.537 -2.002
H 2.053 5.299 -0.350
H 4.157 4.143 -0.046
H 4.110 3.321 -1.638
H 4.474 2.407 -0.168



Number 1: electronic energy -7452.82029 Ha, gap between HOMO and LUMO 10.663 eV. Number 2: electronic energy -8726.20758 Ha, gap between HOMO and LUMO 9.091 eV.